{
  "formula": "C18H37N3O2PdSi3",
  "method": "the ωB97M-V functional and the def2-TZVPD basis",
  "e_above_lowest_ev": 0.453,
  "lumo_energy_ev": [-8.053, -9.171],
  "charge": 2,
  "gap_ev": [6.9, 6.5],
  "multiplicity": 3,
  "total_energy_ha": -2018.60234,
  "s_squared": 2.134,
  "largest_force_ev_per_a": 0.7,
  "elements": ["Pd", "C", "Si", "C", "C", "C", "Si", "C", "C", "C", "Si", "C", "C", "C", "C", "C", "C", "C", "N", "H", "H", "H", "H", "H", "H", "H", "H", "H", "H", "H", "H", "H", "H", "H", "H", "H", "H", "H", "H", "H", "H", "H", "H", "H", "H", "H", "H", "C", "N", "C", "C", "C", "O", "H", "H", "H", "H", "H", "H", "H", "H", "H", "O", "N"],
  "xyz": [[0.41636, -0.06328, -0.77123], [2.41948, -0.17056, 3.90017], [2.42022, 0.45072, 2.13948], [3.91418, -0.22513, 1.23534], [2.48113, 2.30634, 2.09285], [0.77507, -0.20962, 1.41751], [-0.79173, 0.88704, 1.59445], [-0.54077, 2.60476, 0.90898], [-2.19335, 0.07608, 0.62878], [-1.24024, 0.95940, 3.39502], [0.54532, -2.10254, 1.50317], [2.12002, -3.06475, 1.35693], [-0.41604, -2.54298, 3.03011], [-0.42176, -2.66729, -0.04685], [-1.15840, -3.84694, -0.06379], [-1.57588, -4.39157, -1.26805], [-1.22642, -3.76172, -2.45207], [-0.52456, -2.57389, -2.38592], [-0.16374, -2.04545, -1.21484], [3.30416, 0.22427, 4.40643], [2.47826, -1.25866, 3.95879], [1.54633, 0.15761, 4.46469], [4.70325, 0.52894, 1.28373], [3.77812, -0.47833, 0.18305], [4.29470, -1.12180, 1.72264], [3.46475, 2.59673, 2.47320], [1.73868, 2.77629, 2.73840], [2.38608, 2.74322, 1.09710], [0.13899, 2.67422, 0.05678], [-0.16843, 3.29021, 1.66967], [-1.51233, 2.97450, 0.57068], [-2.11965, -0.00431, -0.46171], [-3.05929, 0.72396, 0.80236], [-2.43492, -0.91866, 1.00792], [-0.48544, 1.50884, 3.95874], [-1.36577, -0.02310, 3.84651], [-2.18543, 1.50045, 3.48688], [2.78805, -2.93237, 2.20715], [2.66560, -2.79957, 0.44964], [1.87901, -4.12902, 1.29743], [0.00247, -2.05900, 3.91240], [-0.34160, -3.62272, 3.18004], [-1.47007, -2.27404, 2.95272], [-1.38341, -4.34817, 0.86894], [-2.14970, -5.30874, -1.28509], [-1.49503, -4.17456, -3.41388], [-0.22583, -2.04354, -3.27716], [-2.49170, 3.05496, -4.55594], [-1.56595, 2.70689, -3.46906], [-1.10044, 3.84014, -2.67086], [-1.13448, 1.47608, -3.26589], [-1.57761, 0.39015, -4.19620], [-0.33875, 1.23164, -2.30633], [-2.98410, 3.98470, -4.28468], [-3.25628, 2.29376, -4.67843], [-1.95141, 3.20215, -5.49097], [-0.70926, 4.60263, -3.34338], [-0.32473, 3.52119, -1.98849], [-1.93750, 4.25983, -2.11314], [-1.70904, 0.74967, -5.21292], [-2.52791, -0.03212, -3.86253], [-0.82549, -0.39043, -4.20484], [2.61204, 1.14713, -1.90638], [2.21219, 0.14036, -1.60805]],
  "lowdin_charge": [0.913, -0.145, 0.410, -0.163, -0.170, -0.385, 0.388, -0.172, -0.168, -0.129, 0.489, -0.150, -0.138, -0.290, -0.029, -0.004, -0.008, -0.092, -0.044, 0.059, 0.034, 0.037, 0.052, 0.002, 0.040, 0.055, 0.036, 0.036, 0.008, 0.043, 0.051, 0.017, 0.059, 0.038, 0.045, 0.033, 0.061, 0.041, 0.044, 0.057, 0.043, 0.058, 0.045, 0.121, 0.132, 0.127, 0.104, -0.004, -0.114, 0.004, -0.437, 0.030, -0.142, 0.102, 0.097, 0.113, 0.111, 0.065, 0.108, 0.093, 0.114, 0.063, 0.165, 0.040]
}